[1]
The following is a DFT calculation (ωB97M-V with the def2-TZVPD basis set) of a molecular structure, C44H34N3O3P2PdTe.

Element x y z (Å)
1 Pd 0.40 0.27 0.39
2 O -1.53 4.70 -2.35
3 C -0.31 4.53 -2.89
4 C 0.02 5.33 -3.98
5 C 1.26 5.22 -4.59
6 C 2.20 4.31 -4.11
7 C 1.86 3.51 -3.03
8 C 0.62 3.60 -2.41
9 C 0.33 2.66 -1.27
10 O 1.17 1.74 -1.03
11 N -0.82 2.85 -0.65
12 N -1.03 1.88 0.33
13 C -2.21 1.81 0.83
14 C -2.62 0.89 1.88
15 C -3.99 0.89 2.19
16 C -4.52 0.10 3.18
17 C -3.64 -0.70 3.92
18 C -2.29 -0.71 3.65
19 C -1.71 0.07 2.62
20 O -0.44 0.02 2.42
21 H -1.58 4.09 -1.56
22 H -0.71 6.04 -4.34
23 H 1.50 5.85 -5.43
24 H 3.17 4.22 -4.58
25 H 2.56 2.78 -2.64
26 H -2.97 2.50 0.44
27 H -4.63 1.54 1.61
28 H -5.58 0.11 3.40
29 H -4.03 -1.33 4.71
30 H -1.62 -1.34 4.22
31 Te 2.33 -0.43 -2.59
32 C 2.83 -2.08 -3.81
33 C 2.58 -3.40 -3.48
34 C 2.92 -4.40 -4.38
35 N 3.49 -4.18 -5.56
36 C 3.72 -2.90 -5.87
37 C 3.41 -1.83 -5.05
38 C 1.31 -1.54 -1.11
39 P 1.98 -1.46 0.55
40 C 3.78 -1.73 0.55
41 C 4.49 -1.31 1.67
42 C 5.85 -1.56 1.77
43 C 6.52 -2.21 0.75
44 C 5.82 -2.62 -0.38
45 C 4.46 -2.38 -0.47
46 C 1.41 -2.96 1.41
47 C 1.60 -4.22 0.84
48 C 1.16 -5.36 1.49
49 C 0.54 -5.25 2.73
50 C 0.35 -4.01 3.30
51 C 0.78 -2.86 2.65
52 P -0.44 -2.00 -1.03
53 C -1.56 -0.73 -1.73
54 C -1.26 0.28 -2.65
55 C -2.24 1.16 -3.08
56 C -3.54 1.04 -2.61
57 C -3.86 0.03 -1.70
58 C -2.87 -0.84 -1.27
59 C -0.62 -3.25 -2.39
60 C -0.53 -2.93 -3.74
61 C -0.61 -3.92 -4.71
62 C -0.80 -5.24 -4.33
63 C -0.91 -5.57 -2.99
64 C -0.82 -4.58 -2.02
65 H 2.09 -3.66 -2.55
66 H 2.72 -5.43 -4.13
67 H 4.18 -2.72 -6.84
68 H 3.63 -0.83 -5.39
69 H 3.97 -0.80 2.47
70 H 6.39 -1.23 2.65
71 H 7.58 -2.39 0.82
72 H 6.33 -3.13 -1.19
73 H 3.92 -2.72 -1.35
74 H 2.08 -4.30 -0.13
75 H 1.31 -6.33 1.03
76 H 0.19 -6.14 3.23
77 H -0.15 -3.92 4.25
78 H 0.58 -1.87 3.06
79 H -0.25 0.40 -3.01
80 H -1.98 1.95 -3.76
81 H -4.30 1.74 -2.93
82 H -4.86 -0.06 -1.32
83 H -3.11 -1.60 -0.53
84 H -0.38 -1.90 -4.04
85 H -0.52 -3.66 -5.75
86 H -0.86 -6.02 -5.09
87 H -1.06 -6.60 -2.69
88 H -0.90 -4.83 -0.97

## Properties
2S+1: 3
gap between HOMO and LUMO (alpha / beta): 6.603 / 6.312 eV
charge: -1
E_LUMO (alpha / beta): 2.2 / 1.6 eV
expectation value of S²: 2.0137
HOMO energy (alpha / beta): -4.362 / -4.698 eV

Atom charges from the Löwdin analysis, given in e for atoms 1 to 8: 0.72, 0.03, -0.29, -0.03, -0.10, -0.10, -0.04, -0.07

=====

[2]
The following is a DFT calculation (ωB97M-V with the def2-TZVPD basis set) of a molecular structure, C44H35BrCl2N2O8RbTe.

Element x y z (Å)
1 Rb 2.72 -0.73 -0.24
2 O 4.80 -2.43 -0.72
3 C 4.78 -2.95 -1.87
4 O 4.63 -4.14 -2.19
5 C 4.97 -1.94 -2.99
6 C 5.93 -2.15 -3.98
7 C 6.13 -1.17 -4.93
8 C 5.33 -0.03 -4.90
9 C 4.36 0.06 -3.92
10 N 4.19 -0.87 -2.98
11 C 3.44 1.25 -3.79
12 O 3.21 1.94 -4.94
13 O 2.96 1.61 -2.76
14 H 4.10 -2.95 0.61
15 H 6.51 -3.06 -3.96
16 H 6.90 -1.28 -5.69
17 H 5.49 0.76 -5.62
18 H 3.56 1.44 -5.68
19 Cl 0.82 -4.93 -0.31
20 C 1.54 -4.53 -1.88
21 Cl 1.44 -2.80 -2.23
22 H 0.98 -5.05 -2.64
23 H 2.60 -4.79 -1.86
24 C -4.38 2.15 2.52
25 C -3.05 1.66 2.00
26 C -1.86 1.95 2.63
27 C -0.61 1.49 2.18
28 C 0.61 1.85 2.91
29 O 1.68 1.27 2.80
30 C 0.57 3.03 3.86
31 C 1.19 2.89 5.10
32 C 1.25 3.95 5.98
33 C 0.72 5.18 5.62
34 C 0.12 5.34 4.37
35 C 0.04 4.26 3.50
36 C -0.54 0.66 1.01
37 O 0.52 0.14 0.56
38 C -1.79 0.40 0.35
39 C -2.99 0.88 0.83
40 C -1.73 -0.43 -0.89
41 N -2.05 -1.65 -0.97
42 C -2.36 -2.40 0.23
43 C -3.83 -2.82 0.30
44 Te -4.79 -3.30 -1.55
45 C -5.04 -1.30 -2.16
46 C -5.85 -0.43 -1.43
47 C -5.95 0.90 -1.80
48 C -5.26 1.38 -2.90
49 C -4.47 0.51 -3.64
50 C -4.36 -0.82 -3.27
51 C -1.29 0.25 -2.15
52 C -1.13 1.63 -2.20
53 C -0.72 2.25 -3.37
54 C -0.46 1.50 -4.51
55 C -0.61 0.11 -4.46
56 C -1.02 -0.50 -3.29
57 H -4.24 2.77 3.41
58 H -5.04 1.33 2.80
59 H -4.91 2.76 1.78
60 H -1.90 2.54 3.54
61 H 1.63 1.93 5.35
62 H 1.71 3.82 6.95
63 H 0.77 6.02 6.30
64 H -0.28 6.30 4.08
65 H -0.43 4.38 2.53
66 H -3.90 0.65 0.29
67 H -2.15 -1.83 1.14
68 H -1.73 -3.28 0.23
69 H -4.44 -2.04 0.75
70 H -3.95 -3.72 0.91
71 H -6.39 -0.79 -0.57
72 H -6.57 1.57 -1.21
73 H -5.33 2.42 -3.18
74 H -3.90 0.88 -4.49
75 H -3.70 -1.48 -3.82
76 H -1.31 2.22 -1.31
77 H -0.58 3.33 -3.40
78 H -0.13 1.98 -5.42
79 H -0.39 -0.49 -5.34
80 H -1.13 -1.58 -3.23
81 Br 2.17 -0.59 7.14
82 C 1.77 -1.17 5.37
83 C 0.45 -1.33 4.99
84 C 0.16 -1.75 3.70
85 C 1.19 -2.02 2.81
86 C 2.51 -1.84 3.21
87 C 2.81 -1.39 4.49
88 C 3.64 -2.03 2.24
89 O 4.61 -1.32 2.23
90 O 3.42 -3.01 1.37
91 H -0.35 -1.11 5.69
92 H -0.87 -1.85 3.38
93 H 0.97 -2.34 1.80
94 H 3.84 -1.21 4.77

## Properties
gap between HOMO and LUMO: 6.472 eV
charge: -1
E_LUMO: 1.8 eV
HOMO energy: -4.666 eV

Atom charges from the Löwdin analysis, given in e for atoms 1 to 8: 1.00, -0.13, -0.66, 0.00, -0.17, 0.01, -0.05, -0.02

=====

| no. | F_max (Eh/bohr) |
| --- | --- |
| 1 | 0.021 |
| 2 | 0.019 |